DFT (ωB97M-V/def2-TZVPD) results for a molecular structure, C35H41F4MnN7O2S2.

Last column: Löwdin charge in e.
Element x y z (Å)
Mn (0.34970, 0.69159, -0.47921)  0.865
C (2.58965, -1.01376, -2.88124)  -0.078
C (2.12468, -1.76970, -1.64398)  -0.230
N (1.93474, -0.95553, -0.42924)  -0.225
C (1.49896, -1.82583, 0.68900)  -0.258
C (2.48582, -2.88079, 1.17307)  -0.068
C (3.12532, -0.16319, -0.04853)  -0.162
C (3.31358, 1.13436, -0.84674)  -0.228
N (2.02583, 1.75047, -1.10192)  -0.070
C (1.94393, 2.96362, -1.67899)  -0.185
C (0.66043, 3.50972, -1.91195)  -0.138
F (-0.41972, 2.75925, -1.53595)  0.028
C (0.42694, 4.72795, -2.49236)  -0.233
F (-0.84285, 5.12945, -2.66065)  0.087
C (1.46767, 5.53794, -2.90810)  0.044
C (2.73826, 5.03957, -2.70330)  -0.230
F (3.79720, 5.77171, -3.08787)  0.083
C (2.98337, 3.81332, -2.11847)  -0.140
F (4.27788, 3.44038, -1.98263)  0.065
H (2.39608, -1.62613, -3.76542)  0.079
H (3.66123, -0.81927, -2.85442)  0.072
H (2.06646, -0.06673, -2.99047)  0.056
H (2.84399, -2.57044, -1.43470)  0.112
H (1.16098, -2.24773, -1.84145)  0.104
H (1.27412, -1.17726, 1.53367)  0.068
H (0.56719, -2.30502, 0.37524)  0.109
H (2.68778, -3.65225, 0.42952)  0.067
H (2.05792, -3.36963, 2.05027)  0.066
H (3.43036, -2.43009, 1.48042)  0.073
H (4.03603, -0.76909, -0.12858)  0.127
H (2.99482, 0.08791, 1.00781)  0.112
H (3.86010, 0.93684, -1.77311)  0.094
H (3.96798, 1.76756, -0.23989)  0.120
H (1.29794, 6.50157, -3.36280)  0.128
O (-1.62973, -0.21734, 0.27019)  -0.583
S (-2.80103, -0.96590, 0.84674)  1.032
C (-3.49154, -1.88212, -0.55666)  -0.307
C (-2.41657, -2.36689, -1.52521)  -0.214
C (-2.83790, -2.20777, -2.99663)  -0.209
C (-1.70340, -1.80661, -3.92858)  -0.307
S (-1.04242, -0.11992, -3.76135)  1.041
O (-0.41044, -0.03071, -2.40083)  -0.576
C (-2.57867, 0.77879, -3.71450)  -0.395
C (-3.10026, 1.22491, -2.51158)  -0.071
C (-4.30382, 1.92035, -2.51843)  -0.049
C (-4.96021, 2.15526, -3.71883)  -0.063
C (-4.41984, 1.71032, -4.91994)  -0.073
C (-3.21697, 1.02256, -4.92458)  -0.089
C (-2.06093, -2.26387, 1.83782)  -0.361
C (-2.48032, -3.58849, 1.83758)  -0.077
C (-1.89629, -4.48428, 2.72213)  -0.072
C (-0.91436, -4.05660, 3.60622)  -0.069
C (-0.51787, -2.72657, 3.61619)  -0.062
C (-1.09718, -1.82574, 2.73624)  -0.091
H (-4.14146, -1.13789, -1.02169)  0.085
H (-4.13586, -2.66687, -0.16108)  0.087
H (-2.16197, -3.40738, -1.31453)  0.120
H (-1.51987, -1.77553, -1.34758)  0.068
H (-3.63005, -1.46071, -3.08231)  0.102
H (-3.26539, -3.13987, -3.37428)  0.119
H (-2.01118, -1.85899, -4.97612)  0.094
H (-0.81789, -2.43801, -3.81303)  0.094
H (-2.58164, 1.03507, -1.58185)  0.080
H (-4.70600, 2.26990, -1.57601)  0.076
H (-5.89549, 2.70052, -3.72122)  0.108
H (-4.92750, 1.91194, -5.85439)  0.107
H (-2.77401, 0.69472, -5.85897)  0.111
H (-3.25148, -3.93890, 1.16431)  0.097
H (-2.21138, -5.51989, 2.71833)  0.107
H (-0.46265, -4.76183, 4.29209)  0.107
H (0.24395, -2.37311, 4.30045)  0.099
H (-0.79567, -0.78504, 2.74000)  0.098
N (-4.17014, 2.23288, 0.78289)  0.111
C (-3.15639, 2.59215, 1.21610)  -0.385
N (-2.02572, 3.04498, 1.74138)  0.088
C (-0.97084, 2.34653, 1.54593)  -0.354
N (0.01970, 1.72714, 1.41289)  0.064
C (1.29096, 2.90274, 5.33167)  -0.021
C (1.74863, 1.51511, 5.02929)  -0.310
C (2.42133, 0.58273, 5.78720)  0.001
C (2.58677, -0.53435, 4.93958)  -0.370
N (2.05152, -0.30665, 3.74867)  0.079
N (1.55011, 0.94223, 3.82822)  0.032
C (3.23930, -1.84462, 5.24044)  -0.044
H (1.35181, 3.09182, 6.40133)  0.077
H (0.25828, 3.05615, 5.01478)  0.079
H (1.90990, 3.64189, 4.82043)  0.083
H (2.75087, 0.69450, 6.80763)  0.105
H (1.06098, 1.33031, 3.03410)  0.074
H (2.68080, -2.40171, 5.99629)  0.074
H (4.25179, -1.70357, 5.62097)  0.075
H (3.29129, -2.44855, 4.33509)  0.059

Its multiplicity is 6. For the energy relative to the best compared isomer or geometry (same formula, charge and spin), the calculation gives 23.02 kJ/mol. The calculation puts the HOMO-LUMO gap (spin up / spin down) at 6.93 / 7.04 eV. Its expectation value of S² is 8.75. The calculation puts the HOMO energy (spin up / spin down) at -6.785 / -6.901 eV.

DFT (ωB97M-V/def2-TZVPD) results for a molecular structure, C35H41F4MnN7O2S2.

Last column: Löwdin charge in e.
Element x y z (Å)
Mn (0.42250, 0.60890, 0.17331)  0.863
C (2.55863, -0.36534, -2.65468)  -0.077
C (1.80980, -1.43947, -1.88053)  -0.221
N (1.64851, -1.21043, -0.43129)  -0.224
C (0.92139, -2.36034, 0.15786)  -0.258
C (1.69515, -3.66512, 0.29311)  -0.065
C (2.90372, -0.94997, 0.30589)  -0.165
C (3.44312, 0.47647, 0.15781)  -0.228
N (2.34418, 1.41916, 0.22108)  -0.064
C (2.56728, 2.73619, 0.08654)  -0.188
C (1.46162, 3.61350, 0.20595)  -0.142
F (0.25157, 3.04707, 0.50065)  0.029
C (1.53074, 4.97451, 0.06150)  -0.230
F (0.40676, 5.69887, 0.19356)  0.088
C (2.73055, 5.60862, -0.21057)  0.045
C (3.83654, 4.78879, -0.31605)  -0.229
F (5.03601, 5.33928, -0.57147)  0.082
C (3.77740, 3.41662, -0.17752)  -0.138
F (4.93773, 2.72966, -0.30758)  0.065
H (2.34233, -0.48626, -3.71767)  0.080
H (3.63695, -0.45295, -2.53412)  0.074
H (2.25331, 0.63450, -2.35029)  0.047
H (2.30545, -2.40377, -2.04762)  0.113
H (0.79604, -1.52902, -2.27961)  0.113
H (0.57037, -2.06754, 1.14799)  0.072
H (0.03286, -2.51317, -0.45596)  0.101
H (2.07881, -4.03349, -0.65904)  0.068
H (1.02259, -4.42009, 0.70029)  0.063
H (2.52643, -3.56928, 0.99194)  0.074
H (3.68225, -1.66899, 0.02267)  0.129
H (2.66939, -1.12233, 1.36048)  0.118
H (4.02021, 0.56919, -0.76316)  0.090
H (4.15878, 0.62314, 0.97611)  0.123
H (2.80169, 6.67900, -0.32126)  0.127
O (-1.56917, -0.28679, 0.12988)  -0.572
S (-3.00075, -0.76577, 0.11683)  1.036
C (-3.70834, -0.13415, -1.42093)  -0.313
C (-2.74222, -0.16593, -2.60658)  -0.220
C (-2.79893, 1.12568, -3.43963)  -0.207
C (-1.47631, 1.49728, -4.10034)  -0.300
S (-0.20843, 2.19506, -2.99729)  1.039
O (-0.14953, 1.23419, -1.83748)  -0.577
C (-1.06253, 3.64767, -2.43410)  -0.395
C (-1.92279, 3.58215, -1.34922)  -0.096
C (-2.59267, 4.72746, -0.95089)  -0.051
C (-2.38975, 5.91898, -1.63432)  -0.065
C (-1.50923, 5.97811, -2.70648)  -0.073
C (-0.83098, 4.83802, -3.10982)  -0.084
C (-2.88088, -2.52672, -0.18370)  -0.358
C (-3.40453, -3.19543, -1.28140)  -0.073
C (-3.25913, -4.57331, -1.37296)  -0.071
C (-2.59763, -5.27365, -0.37529)  -0.069
C (-2.08517, -4.59945, 0.72474)  -0.065
C (-2.23110, -3.22675, 0.82884)  -0.095
H (-3.95926, 0.88809, -1.12817)  0.060
H (-4.65097, -0.66327, -1.57191)  0.098
H (-2.94255, -1.02540, -3.24773)  0.110
H (-1.73470, -0.28854, -2.21174)  0.075
H (-3.12591, 1.95985, -2.81780)  0.095
H (-3.55328, 1.03456, -4.22476)  0.121
H (-1.60414, 2.25812, -4.87375)  0.097
H (-0.98841, 0.63278, -4.55759)  0.096
H (-2.06114, 2.65791, -0.80395)  0.078
H (-3.26436, 4.66946, -0.10524)  0.101
H (-2.90711, 6.81484, -1.31697)  0.108
H (-1.33636, 6.91521, -3.21852)  0.107
H (-0.12208, 4.87592, -3.92868)  0.111
H (-3.92452, -2.66439, -2.06484)  0.093
H (-3.66441, -5.09787, -2.22817)  0.107
H (-2.48657, -6.34731, -0.45302)  0.107
H (-1.57009, -5.13303, 1.51193)  0.092
H (-1.81227, -2.71088, 1.68601)  0.098
N (-3.71549, 2.19214, 1.01249)  0.120
C (-2.91674, 2.01980, 1.83768)  -0.391
N (-2.04656, 1.85086, 2.80920)  0.097
C (-0.98190, 1.17660, 2.57065)  -0.362
N (-0.00434, 0.55003, 2.39601)  0.079
C (2.15026, -0.85081, 5.46684)  -0.022
C (1.52278, -2.05716, 4.85456)  -0.313
C (1.62713, -3.39903, 5.14722)  0.001
C (0.81176, -4.04928, 4.19619)  -0.365
N (0.24619, -3.17238, 3.38047)  0.079
N (0.69089, -1.96982, 3.79976)  0.026
C (0.54938, -5.51213, 4.05112)  -0.040
H (2.63752, -1.11661, 6.40262)  0.077
H (1.40542, -0.08170, 5.67262)  0.080
H (2.89971, -0.41630, 4.80331)  0.079
H (2.20840, -3.84624, 5.93601)  0.104
H (0.42027, -1.12094, 3.30797)  0.073
H (-0.05658, -5.89164, 4.87537)  0.076
H (1.48115, -6.07875, 4.03676)  0.076
H (0.01832, -5.70521, 3.11993)  0.049

Its multiplicity is 6. For the energy relative to the best compared isomer or geometry (same formula, charge and spin), the calculation gives 3.53 kJ/mol. The calculation puts the HOMO-LUMO gap (spin up / spin down) at 7.09 / 7.21 eV. Its expectation value of S² is 8.75. The calculation puts the HOMO energy (spin up / spin down) at -6.883 / -7.004 eV.

DFT (ωB97M-V/def2-TZVPD) results for a molecular structure, C35H41IrN7O3P2Se.

Last column: Löwdin charge in e.
Element x y z (Å)
Ir (-5.77156, -14.49106, 13.58427)  1.079
C (-0.49384, -22.21669, 4.44872)  0.081
C (-1.81837, -21.51018, 4.09262)  -0.377
O (-2.56857, -21.84380, 3.18808)  0.352
N (-2.15178, -20.50976, 4.92568)  0.121
C (-3.40080, -19.83976, 4.96325)  -0.102
C (-3.34856, -18.33004, 5.23896)  -0.264
C (-2.67435, -17.54392, 4.26873)  -0.001
C (-2.57185, -16.18266, 4.48798)  -0.048
C (-3.00221, -15.71894, 5.70176)  -0.046
C (-3.78005, -16.56149, 6.52736)  -0.142
N (-3.93946, -17.84900, 6.32225)  0.104
H (-0.48811, -22.66287, 5.47103)  0.125
H (0.25671, -21.39679, 4.30989)  0.131
H (-0.39220, -23.04247, 3.72696)  0.112
H (-1.54016, -20.30828, 5.70791)  0.179
H (-4.01161, -20.28768, 5.72757)  0.137
H (-3.82509, -19.92297, 3.93498)  0.155
H (-2.22141, -18.02940, 3.34443)  0.149
H (-1.98477, -15.58699, 3.79230)  0.129
H (-2.75497, -14.73685, 6.04545)  0.103
H (-4.03740, -16.13938, 7.51680)  0.102
O (-4.55693, -18.28670, 18.97763)  -0.033
C (-3.86669, -17.13163, 18.47547)  -0.177
C (-4.43437, -16.90896, 17.09657)  -0.120
C (-5.81138, -16.56638, 16.96730)  0.043
C (-6.28231, -16.20807, 15.75253)  -0.113
N (-5.42219, -16.10219, 14.70125)  -0.126
C (-4.28238, -16.72759, 14.65973)  -0.210
C (-3.79233, -17.15315, 15.90831)  0.056
C (-3.26497, -16.82644, 13.57188)  -0.269
C (-1.99284, -16.26722, 13.93893)  0.011
C (-0.98141, -16.45693, 13.03380)  -0.169
C (0.33987, -15.69491, 13.22569)  -0.195
O (1.06161, -15.80884, 12.01382)  -0.053
C (-1.23261, -17.05328, 11.80021)  0.020
C (-2.44277, -17.71408, 11.66219)  -0.094
N (-3.46376, -17.58538, 12.51748)  0.128
H (-3.92965, -18.90593, 19.40030)  0.124
H (-2.77301, -17.24130, 18.52731)  0.139
H (-4.12440, -16.26355, 19.13769)  0.143
H (-6.39686, -16.37321, 17.89243)  0.162
H (-7.35041, -16.04567, 15.49123)  0.139
H (-2.86425, -17.72364, 15.90916)  0.153
H (-1.96221, -15.63607, 14.90165)  0.157
H (0.94270, -16.22790, 14.01498)  0.155
H (0.11792, -14.62886, 13.52055)  0.129
H (1.95737, -15.80469, 12.37576)  0.110
H (-0.49281, -17.28747, 11.05830)  0.124
H (-2.56191, -18.31166, 10.74322)  0.127
C (-7.19943, -12.61742, 16.21347)  -0.176
P (-7.22357, -12.92451, 14.38148)  0.821
C (-6.75239, -11.38302, 13.42283)  -0.191
C (-8.96153, -13.29694, 13.94131)  -0.389
C (-10.10913, -12.90807, 14.61787)  -0.041
C (-11.31100, -13.55262, 14.29180)  0.011
C (-11.38917, -14.45637, 13.20619)  -0.009
C (-10.28097, -14.67244, 12.42410)  -0.044
C (-9.03551, -14.12115, 12.82575)  -0.357
P (-7.39436, -14.65223, 12.17733)  0.681
C (-7.73282, -16.29867, 11.47602)  -0.204
C (-7.22028, -13.60516, 10.66499)  -0.193
H (-7.49721, -11.60451, 16.38660)  0.060
H (-6.19765, -12.87836, 16.57540)  0.016
H (-7.93822, -13.28878, 16.66187)  0.065
H (-7.50819, -11.19731, 12.64355)  0.063
H (-5.74565, -11.55660, 13.02266)  0.012
H (-6.65845, -10.46476, 14.13087)  0.106
H (-9.97072, -12.18200, 15.40161)  0.118
H (-12.19560, -13.37563, 14.93990)  0.145
H (-12.23097, -15.06773, 12.93983)  0.130
H (-10.33489, -15.31639, 11.55649)  0.112
H (-8.58394, -16.35878, 10.75146)  0.087
H (-7.90680, -17.07338, 12.24000)  0.072
H (-6.73899, -16.48401, 11.00005)  0.059
H (-6.51810, -14.08090, 9.94156)  0.063
H (-6.87968, -12.58480, 10.87945)  0.038
H (-8.22207, -13.56772, 10.13624)  0.101
Se (-2.86421, -11.66031, 16.47991)  1.382
N (-1.75468, -11.43205, 15.12822)  -0.207
C (-2.21705, -12.02254, 14.06873)  -0.309
C (-1.63671, -11.90120, 12.77109)  0.034
C (-2.35028, -12.51153, 11.76128)  0.000
C (-3.45376, -13.40790, 11.97136)  -0.057
N (-4.08757, -13.42315, 13.20777)  -0.155
C (-3.51529, -12.85133, 14.29347)  -0.444
N (-4.02883, -12.72255, 15.49838)  -0.230
H (-0.74511, -11.37454, 12.69449)  0.119
H (-2.17599, -12.24093, 10.69280)  0.147
H (-3.87784, -13.99626, 11.14438)  0.123

Its multiplicity is 6. For the energy relative to the best compared isomer or geometry (same formula, charge and spin), the calculation gives 55.82 kJ/mol. The calculation puts the HOMO-LUMO gap (spin up / spin down) at 5.61 / 3.56 eV. Its expectation value of S² is 8.78. The total charge is +4. The calculation puts the HOMO energy (spin up / spin down) at -16.983 / -17.231 eV.

F_max across the listed records, respectively: 0.3, 0.2, 5.4 eV/A.